(1)
Density functional theory data (wB97M-V/def2-TZVPD) for a cluster of 2 separate species, C2H7O in total.

## Properties
* energy above the lowest of the compared OMol25 structures with the same formula, charge and spin: 8.7 kcal per mole
* LUMO energy (alpha / beta): 0.970 / -2.016 eV
* E: -155.5342 Ha
* Kohn-Sham gap (alpha / beta): 12.87 / 9.73 eV

Geometry as ORCA input:
```
! wB97M-V def2-TZVPD RIJCOSX def2/J DEFGRID3
* xyz 0 2
O 0.31 0.89 2.40
H 0.84 0.09 2.56
C 0.43 0.39 -0.56
C -0.73 -0.61 -0.72
H 1.29 -0.11 -0.11
H 0.14 1.16 0.15
H 0.73 0.81 -1.52
H -1.05 -0.88 0.28
H -1.57 -0.21 -1.28
H -0.40 -1.53 -1.20
*
```

=====

(2)
Density functional theory data (wB97M-V/def2-TZVPD) for a cluster of 3 separate species, C2H7O in total at a distorted geometry.

## Properties
* energy above the lowest of the compared OMol25 structures with the same formula, charge and spin: 96.4 kcal per mole
* LUMO energy: -8.615 eV
* E: -155.1418 Ha
* Kohn-Sham gap: 4.44 eV

Geometry as ORCA input:
```
! wB97M-V def2-TZVPD RIJCOSX def2/J DEFGRID3
* xyz 1 1
O 0.64 -1.47 5.73
H 0.06 -1.36 6.46
H 0.83 -0.58 5.29
H 2.39 3.82 0.86
C -1.42 -0.87 -3.35
C -1.35 -0.75 -4.58
H -1.98 -1.46 -2.60
H -0.88 0.00 -2.62
H -1.11 -0.91 -5.59
H 2.83 3.57 0.42
*
```

=====

(3)
Density functional theory data (wB97M-V/def2-TZVPD) for an isolated molecule of C2H7O2P at a distorted geometry.

## Properties
* energy above the lowest of the compared OMol25 structures with the same formula, charge and spin: 114.6 kcal per mole
* LUMO energy: 1.116 eV
* SMILES: CCOOP
* E: -572.0699 Ha
* Kohn-Sham gap: 10.23 eV

Geometry as ORCA input:
```
! wB97M-V def2-TZVPD RIJCOSX def2/J DEFGRID3
* xyz 0 1
C -1.69 -1.00 -0.19
C -0.26 -0.57 -0.25
O 0.13 -0.07 0.99
O 1.40 0.37 0.99
P 1.68 1.62 -0.07
H -2.07 -1.25 0.90
H -2.45 -0.18 -0.45
H -1.88 -1.83 -0.94
H -0.13 0.41 -0.92
H 0.45 -1.29 -0.58
H 1.95 2.64 0.82
H 2.87 1.15 -0.30
*
```

=====

(4)
Density functional theory data (wB97M-V/def2-TZVPD) for an isolated molecule of C2H7O2P at a distorted geometry.

## Properties
* energy above the lowest of the compared OMol25 structures with the same formula, charge and spin: 48.3 kcal per mole
* LUMO energy: 0.803 eV
* SMILES: C[P@H](=O)CO
* E: -572.1755 Ha
* Kohn-Sham gap: 9.76 eV

Geometry as ORCA input:
```
! wB97M-V def2-TZVPD RIJCOSX def2/J DEFGRID3
* xyz 0 1
C 1.10 -1.42 0.03
C -1.26 1.13 0.37
O 1.87 1.22 0.00
O -1.19 2.45 0.24
P 0.73 0.35 -0.38
H 0.42 -2.26 -0.38
H 2.14 -1.63 -0.23
H 1.02 -1.62 1.10
H -1.70 0.76 -0.52
H -1.61 0.80 1.43
H -0.48 2.92 0.89
H 0.49 0.18 -1.76
*
```

=====

(5)
Density functional theory data (wB97M-V/def2-TZVPD) for a cluster of 2 separate species, C2H7OPS in total at a distorted geometry.

## Properties
* energy above the lowest of the compared OMol25 structures with the same formula, charge and spin: 70.6 kcal per mole
* LUMO energy (alpha / beta): -1.221 / -1.100 eV
* E: -895.1035 Ha
* Kohn-Sham gap (alpha / beta): 6.51 / 6.73 eV

Geometry as ORCA input:
```
! wB97M-V def2-TZVPD RIJCOSX def2/J DEFGRID3
* xyz 0 1
C 2.92 -0.27 -0.14
C -1.92 1.16 0.46
O -2.25 -1.12 -0.53
P -1.56 -0.58 0.86
S 1.14 -0.94 -0.17
H 3.03 -0.12 -1.21
H 3.61 -1.08 0.07
H 2.96 0.62 0.55
H -2.99 1.29 0.73
H -1.27 1.87 0.95
H -1.75 1.07 -0.64
H -1.91 -1.90 -0.92
*
```

=====

(6)
Density functional theory data (wB97M-V/def2-TZVPD) for an isolated molecule of C2H7OPS at a distorted geometry.

## Properties
* energy above the lowest of the compared OMol25 structures with the same formula, charge and spin: 19.9 kcal per mole
* LUMO energy: 0.738 eV
* SMILES: CCP(O)S
* E: -895.1843 Ha
* Kohn-Sham gap: 9.56 eV

Geometry as ORCA input:
```
! wB97M-V def2-TZVPD RIJCOSX def2/J DEFGRID3
* xyz 0 1
C 0.15 -1.12 -1.21
C -0.01 -0.81 0.22
O -0.43 0.76 2.08
P -0.74 0.85 0.46
S 0.87 1.93 -0.25
H -0.84 -0.95 -1.60
H 1.06 -0.65 -1.70
H 0.26 -2.19 -1.40
H 0.99 -0.67 0.67
H -0.59 -1.48 0.77
H -0.76 1.39 2.80
H 0.04 2.94 -0.84
*
```

=====

(7)
Density functional theory data (wB97M-V/def2-TZVPD) for a cluster of 2 separate species, C2H7OS in total at a distorted geometry.

## Properties
* energy above the lowest of the compared OMol25 structures with the same formula, charge and spin: 8.3 kcal per mole
* LUMO energy: 4.117 eV
* E: -553.8507 Ha
* Kohn-Sham gap: 6.96 eV

Geometry as ORCA input:
```
! wB97M-V def2-TZVPD RIJCOSX def2/J DEFGRID3
* xyz -1 1
S 0.68 0.35 -2.73
H -0.11 -0.35 -1.92
C -0.69 -0.02 0.74
O -0.92 1.33 0.33
C 0.78 -0.42 0.66
H -1.21 -0.16 1.69
H -1.23 -0.69 0.06
H -0.68 1.32 -0.62
H 1.36 0.09 1.44
H 0.93 -1.50 0.64
H 1.11 0.04 -0.28
*
```

=====

(8)
Density functional theory data (wB97M-V/def2-TZVPD) for a cluster of 2 separate species, C2H7OS in total.

## Properties
* energy above the lowest of the compared OMol25 structures with the same formula, charge and spin: 50.6 kcal per mole
* LUMO energy: 3.954 eV
* E: -553.7833 Ha
* Kohn-Sham gap: 5.35 eV

Geometry as ORCA input:
```
! wB97M-V def2-TZVPD RIJCOSX def2/J DEFGRID3
* xyz -1 1
O 2.43 0.55 1.22
H 1.90 0.36 0.44
C -0.36 0.74 -1.71
C -0.49 0.58 -0.20
S -1.08 -0.90 0.36
H -1.32 0.65 -2.22
H 0.33 0.01 -2.17
H 0.06 1.70 -1.94
H 1.99 -0.07 1.83
H 0.15 1.21 0.40
H -0.10 -1.87 0.20
*
```

=====

(9)
Density functional theory data (wB97M-V/def2-TZVPD) for a cluster of 2 separate species, C2H7OS in total at a distorted geometry.

## Properties
* energy above the lowest of the compared OMol25 structures with the same formula, charge and spin: 27.8 kcal per mole
* LUMO energy: 3.724 eV
* E: -553.8196 Ha
* Kohn-Sham gap: 5.88 eV

Geometry as ORCA input:
```
! wB97M-V def2-TZVPD RIJCOSX def2/J DEFGRID3
* xyz -1 1
O 0.12 -0.83 -4.01
H 0.11 -1.77 -3.72
C -1.59 0.65 1.84
C -0.10 0.62 2.01
S 0.81 -0.14 0.45
H -1.94 -0.10 1.15
H -2.27 0.75 2.72
H -1.81 1.60 1.34
H 0.33 -0.08 2.73
H 0.28 1.61 2.19
H 1.06 -0.81 -3.69
*
```

=====

(10)
Density functional theory data (wB97M-V/def2-TZVPD) for a cluster of 3 separate species, C2H7OS2 in total at a distorted geometry.

## Properties
* energy above the lowest of the compared OMol25 structures with the same formula, charge and spin: 43.3 kcal per mole
* LUMO energy: 3.680 eV
* E: -951.9918 Ha
* Kohn-Sham gap: 5.96 eV

Geometry as ORCA input:
```
! wB97M-V def2-TZVPD RIJCOSX def2/J DEFGRID3
* xyz -1 1
C 3.16 -1.49 1.01
O 4.37 -1.64 0.96
H 2.81 -0.44 1.19
H -0.92 4.21 -2.89
H 2.47 -2.36 1.08
C -2.26 -0.36 -0.05
S -0.53 -0.93 -0.13
S -0.09 -0.91 1.87
H -2.45 0.03 -1.04
H -2.81 -1.26 0.25
H -2.38 0.34 0.79
H -1.36 4.82 -3.04
*
```

=====

(11)
Density functional theory data (wB97M-V/def2-TZVPD) for a cluster of 3 separate species, C2H7OS2 in total at a distorted geometry.

## Properties
* energy above the lowest of the compared OMol25 structures with the same formula, charge and spin: 43.7 kcal per mole
* LUMO energy: 3.674 eV
* E: -951.9912 Ha
* Kohn-Sham gap: 5.98 eV

Geometry as ORCA input:
```
! wB97M-V def2-TZVPD RIJCOSX def2/J DEFGRID3
* xyz -1 1
C 3.52 -1.99 -1.36
O 4.50 -2.11 -2.07
H 2.55 -2.45 -1.61
H -4.48 4.17 2.13
H 3.61 -1.42 -0.44
C -1.51 0.09 0.42
S -0.05 0.21 -0.66
S 1.48 -0.51 0.48
H -2.35 0.19 -0.28
H -1.59 -0.95 0.71
H -1.57 0.93 1.10
H -4.10 3.85 1.57
*
```

=====

(12)
Density functional theory data (wB97M-V/def2-TZVPD) for a cluster of 2 separate species, C2H7S in total at a distorted geometry.

## Properties
* energy above the lowest of the compared OMol25 structures with the same formula, charge and spin: 21.3 kcal per mole
* LUMO energy: 3.638 eV
* E: -478.5751 Ha
* Kohn-Sham gap: 5.52 eV

Geometry as ORCA input:
```
! wB97M-V def2-TZVPD RIJCOSX def2/J DEFGRID3
* xyz -1 1
C -0.82 -2.88 -0.47
H -0.31 -2.08 0.06
H -0.54 -3.01 -1.51
H -0.66 -3.94 -0.25
H -1.86 -2.56 -0.44
C 0.94 2.89 0.43
S -0.78 2.60 0.95
H 1.04 3.80 -0.16
H 1.45 1.99 0.08
H 1.55 3.18 1.30
*
```

=====

(13)
Density functional theory data (wB97M-V/def2-TZVPD) for a cluster of 2 separate species, C2H7S2 in total at a distorted geometry.

## Properties
* energy above the lowest of the compared OMol25 structures with the same formula, charge and spin: 59.4 kcal per mole
* LUMO energy: 3.242 eV
* E: -876.7153 Ha
* Kohn-Sham gap: 5.68 eV

Geometry as ORCA input:
```
! wB97M-V def2-TZVPD RIJCOSX def2/J DEFGRID3
* xyz -1 1
S -3.38 -0.38 0.87
H -2.89 -1.18 -0.15
C 1.36 0.11 1.44
S 0.89 -0.40 -0.17
C 0.00 0.16 -1.71
H 1.80 -0.69 2.09
H 2.19 0.82 1.33
H 0.72 0.79 2.08
H 0.36 -0.42 -2.60
H -0.02 1.27 -1.76
H -1.03 -0.07 -1.43
*
```

=====

(14)
Density functional theory data (wB97M-V/def2-TZVPD) for a cluster of 2 separate species, C2H7S2 in total.

## Properties
* energy above the lowest of the compared OMol25 structures with the same formula, charge and spin: 7.4 kcal per mole
* LUMO energy: 3.352 eV
* E: -876.7983 Ha
* Kohn-Sham gap: 6.06 eV

Geometry as ORCA input:
```
! wB97M-V def2-TZVPD RIJCOSX def2/J DEFGRID3
* xyz -1 1
S -2.65 -0.63 -0.32
H -3.34 0.49 -0.07
C 0.83 -0.60 -1.15
S 1.74 0.55 -0.11
C 0.55 0.67 1.26
H 1.12 -0.44 -2.19
H 1.01 -1.64 -0.92
H -0.25 -0.42 -1.12
H 1.05 0.99 2.17
H 0.16 -0.32 1.48
H -0.22 1.36 0.97
*
```

=====

(15)
Density functional theory data (wB97M-V/def2-TZVPD) for a cluster of 2 separate species, C2H7S2 in total at a distorted geometry.

## Properties
* energy above the lowest of the compared OMol25 structures with the same formula, charge and spin: 6.7 kcal per mole
* LUMO energy: 3.211 eV
* E: -876.7992 Ha
* Kohn-Sham gap: 5.87 eV

Geometry as ORCA input:
```
! wB97M-V def2-TZVPD RIJCOSX def2/J DEFGRID3
* xyz -1 1
S -2.20 2.04 1.19
H -2.29 2.08 -0.15
C -0.40 -1.15 -0.87
S 1.38 -0.92 -0.77
C 1.47 0.24 0.62
H -0.63 -1.63 -1.82
H -0.99 -0.24 -0.78
H -0.78 -1.83 -0.10
H 2.44 0.74 0.57
H 0.67 0.99 0.56
H 1.34 -0.32 1.54
*
```